{
  "formula": "C93H211Cl2N11O15",
  "method": "ωB97M-V with the def2-TZVPD basis set",
  "species": ["C", "O", "C", "C", "N", "H", "H", "C", "C", "O", "C", "H", "H", "H", "H", "H", "H", "H", "H", "H", "H", "H", "H", "H", "H", "C", "O", "C", "C", "N", "H", "H", "C", "C", "O", "C", "H", "H", "H", "H", "H", "H", "H", "H", "H", "H", "H", "H", "H", "H", "C", "O", "C", "C", "N", "H", "H", "C", "C", "O", "C", "H", "H", "H", "H", "H", "H", "H", "H", "H", "H", "H", "H", "H", "H", "C", "C", "C", "C", "N", "C", "C", "C", "C", "C", "H", "H", "H", "H", "H", "H", "H", "H", "H", "H", "H", "H", "H", "H", "H", "H", "H", "H", "H", "H", "C", "C", "C", "C", "N", "C", "C", "C", "C", "C", "H", "H", "H", "H", "H", "H", "H", "H", "H", "H", "H", "H", "H", "H", "H", "H", "H", "H", "H", "H", "C", "C", "C", "C", "N", "C", "C", "C", "C", "C", "H", "H", "H", "H", "H", "H", "H", "H", "H", "H", "H", "H", "H", "H", "H", "H", "H", "H", "H", "H", "C", "C", "C", "C", "N", "C", "C", "C", "C", "C", "H", "H", "H", "H", "H", "H", "H", "H", "H", "H", "H", "H", "H", "H", "H", "H", "H", "H", "H", "H", "C", "C", "C", "C", "N", "C", "C", "C", "C", "C", "H", "H", "H", "H", "H", "H", "H", "H", "H", "H", "H", "H", "H", "H", "H", "H", "H", "H", "H", "H", "C", "C", "C", "C", "N", "C", "C", "C", "C", "C", "H", "H", "H", "H", "H", "H", "H", "H", "H", "H", "H", "H", "H", "H", "H", "H", "H", "H", "H", "H", "C", "C", "C", "C", "N", "C", "C", "C", "C", "C", "H", "H", "H", "H", "H", "H", "H", "H", "H", "H", "H", "H", "H", "H", "H", "H", "H", "H", "H", "H", "C", "C", "C", "C", "N", "C", "C", "C", "C", "C", "H", "H", "H", "H", "H", "H", "H", "H", "H", "H", "H", "H", "H", "H", "H", "H", "H", "H", "H", "H", "Cl", "Cl", "O", "C", "O", "O", "H", "O", "C", "O", "O", "H", "O", "C", "O", "O", "H"],
  "coordinates": [[-12.002, 8.551, 2.160], [-11.021, 8.180, 1.251], [-11.479, 7.689, 0.002], [-10.266, 7.211, -0.778], [-9.139, 8.180, -0.544], [-9.363, 9.090, -0.952], [-9.171, 8.337, 0.458], [-7.729, 7.912, -1.123], [-7.078, 6.684, -0.418], [-7.337, 5.432, -1.009], [-6.347, 4.936, -1.929], [-12.388, 9.504, 1.793], [-11.510, 8.845, 3.104], [-12.769, 7.792, 2.248], [-11.921, 8.542, -0.530], [-12.177, 6.901, 0.117], [-10.421, 7.124, -1.868], [-9.888, 6.259, -0.407], [-7.059, 8.789, -1.026], [-7.833, 7.755, -2.248], [-7.496, 6.589, 0.606], [-5.998, 6.819, -0.294], [-6.488, 3.863, -2.093], [-5.316, 5.153, -1.562], [-6.431, 5.490, -2.889], [0.666, 4.059, 8.643], [0.135, 3.342, 7.513], [1.183, 2.861, 6.599], [0.871, 3.280, 5.210], [1.932, 3.181, 4.220], [2.757, 2.915, 4.744], [1.602, 1.431, 3.060], [2.173, 4.473, 3.493], [2.882, 5.474, 4.416], [4.119, 4.946, 4.885], [4.835, 5.859, 5.708], [-0.154, 4.683, 9.033], [1.591, 4.602, 8.454], [0.877, 3.309, 9.421], [1.287, 1.776, 6.704], [2.084, 3.389, 6.805], [0.466, 4.288, 5.350], [0.008, 2.788, 4.790], [1.221, 4.831, 3.054], [2.889, 4.371, 2.705], [2.204, 5.607, 5.261], [3.040, 6.423, 3.854], [5.243, 6.651, 5.070], [5.606, 5.234, 6.104], [4.191, 6.369, 6.393], [1.926, 10.307, 0.969], [1.322, 9.169, 0.369], [1.267, 8.016, 1.222], [0.520, 7.024, 0.472], [1.290, 6.898, -0.886], [0.790, 6.297, -1.577], [1.352, 7.861, -1.230], [2.687, 6.426, -0.997], [3.125, 6.528, -2.387], [2.403, 5.618, -3.225], [2.626, 5.876, -4.613], [2.884, 9.978, 1.383], [1.311, 10.664, 1.783], [1.990, 10.976, 0.127], [0.727, 8.244, 2.162], [2.282, 7.630, 1.431], [-0.446, 7.428, 0.206], [0.456, 6.014, 0.878], [2.840, 5.437, -0.615], [3.357, 7.105, -0.467], [4.121, 6.176, -2.409], [3.021, 7.531, -2.842], [2.628, 6.936, -4.879], [1.748, 5.448, -5.099], [3.489, 5.319, -4.897], [0.033, -1.637, 8.976], [-1.304, -0.902, 9.173], [-1.650, 0.020, 7.920], [-2.752, 0.946, 8.422], [-3.627, 1.514, 7.309], [-2.789, 2.275, 6.418], [-3.649, 3.284, 5.735], [-5.032, 3.176, 6.552], [-4.653, 2.488, 7.811], [-4.198, 0.348, 6.584], [0.363, -2.134, 9.887], [0.687, -0.808, 8.845], [0.102, -2.300, 8.122], [-1.247, -0.240, 10.023], [-2.151, -1.589, 9.326], [-1.934, -0.667, 7.100], [-0.806, 0.652, 7.540], [-2.317, 1.834, 8.888], [-3.463, 0.389, 9.031], [-2.407, 1.547, 5.674], [-1.987, 2.761, 6.971], [-3.848, 3.075, 4.689], [-3.259, 4.274, 5.916], [-5.667, 2.534, 5.895], [-5.536, 4.109, 6.755], [-5.420, 1.960, 8.436], [-4.156, 3.164, 8.509], [-4.900, 0.648, 5.792], [-4.698, -0.307, 7.320], [-3.352, -0.206, 6.262], [-0.505, -8.635, 1.806], [-1.556, -7.595, 2.006], [-2.620, -7.960, 3.093], [-3.581, -6.808, 3.260], [-4.675, -7.062, 4.204], [-4.092, -7.301, 5.557], [-5.135, -6.966, 6.566], [-6.193, -6.066, 5.822], [-5.577, -5.822, 4.398], [-5.440, -8.276, 3.793], [0.153, -8.636, 2.744], [0.095, -8.433, 0.913], [-1.014, -9.611, 1.626], [-2.083, -7.432, 1.066], [-1.053, -6.648, 2.301], [-2.091, -8.160, 4.013], [-3.159, -8.861, 2.738], [-4.101, -6.546, 2.332], [-2.950, -5.947, 3.587], [-3.732, -8.324, 5.665], [-3.242, -6.603, 5.561], [-5.589, -7.957, 6.796], [-4.733, -6.655, 7.541], [-7.152, -6.553, 5.762], [-6.241, -5.119, 6.381], [-6.241, -5.716, 3.597], [-4.950, -4.935, 4.363], [-6.366, -8.319, 4.334], [-4.778, -9.183, 3.989], [-5.762, -8.125, 2.772], [4.046, -3.817, 1.544], [5.322, -4.076, 0.691], [5.046, -4.660, -0.637], [4.551, -6.071, -0.536], [3.816, -6.639, -1.749], [4.570, -6.505, -3.122], [5.532, -7.633, -3.109], [4.923, -8.748, -2.196], [3.600, -8.167, -1.685], [2.474, -6.003, -1.946], [4.289, -3.323, 2.512], [3.608, -4.711, 1.839], [3.331, -3.144, 1.131], [5.917, -4.801, 1.231], [5.952, -3.193, 0.551], [5.991, -4.776, -1.160], [4.382, -4.071, -1.271], [3.851, -6.355, 0.266], [5.396, -6.724, -0.405], [3.862, -6.501, -3.902], [5.077, -5.537, -3.094], [5.680, -7.969, -4.127], [6.471, -7.329, -2.668], [4.763, -9.743, -2.643], [5.676, -8.997, -1.471], [2.779, -8.449, -2.365], [3.428, -8.474, -0.629], [2.676, -4.889, -2.046], [1.930, -6.222, -1.005], [1.988, -6.395, -2.835], [4.030, 2.253, -2.565], [2.948, 1.572, -1.667], [1.616, 2.041, -2.076], [0.386, 1.424, -1.398], [-0.155, 0.143, -1.993], [-0.446, 0.375, -3.438], [-1.547, -0.580, -3.742], [-2.102, -1.134, -2.448], [-1.455, -0.200, -1.394], [0.757, -1.011, -1.668], [4.175, 3.242, -2.139], [3.694, 2.419, -3.550], [4.934, 1.738, -2.567], [3.123, 1.842, -0.624], [3.055, 0.532, -1.716], [1.513, 2.094, -3.175], [1.617, 3.029, -1.675], [-0.460, 2.113, -1.492], [0.591, 1.273, -0.332], [0.533, 0.140, -3.947], [-0.793, 1.445, -3.523], [-1.209, -1.400, -4.331], [-2.349, -0.141, -4.296], [-1.871, -2.167, -2.268], [-3.201, -1.110, -2.430], [-1.259, -0.629, -0.407], [-2.062, 0.691, -1.388], [1.716, -1.036, -2.225], [0.278, -1.952, -2.044], [0.934, -1.034, -0.542], [5.406, -0.321, 0.437], [6.105, -0.254, 1.841], [7.430, 0.446, 1.651], [8.235, 0.501, 2.907], [8.989, 1.782, 3.058], [9.652, 2.235, 1.786], [10.620, 3.358, 2.284], [11.042, 2.854, 3.687], [10.161, 1.657, 3.983], [8.016, 2.831, 3.520], [5.352, 0.713, 0.050], [4.461, -0.933, 0.340], [6.099, -0.862, -0.186], [6.357, -1.290, 2.230], [5.487, 0.214, 2.622], [7.223, 1.436, 1.271], [8.070, 0.055, 0.828], [9.034, -0.251, 2.941], [7.640, 0.475, 3.872], [8.834, 2.653, 1.181], [10.160, 1.385, 1.318], [10.077, 4.305, 2.361], [11.486, 3.599, 1.651], [11.019, 3.645, 4.446], [12.059, 2.386, 3.723], [9.849, 1.550, 5.019], [10.656, 0.744, 3.599], [7.355, 3.104, 2.727], [8.506, 3.695, 3.881], [7.468, 2.406, 4.346], [-11.700, -6.914, -3.333], [-12.322, -5.718, -3.962], [-11.513, -4.443, -3.800], [-11.815, -3.806, -2.428], [-10.862, -2.734, -1.810], [-11.373, -2.313, -0.427], [-10.152, -1.574, 0.166], [-8.895, -2.247, -0.423], [-9.467, -3.203, -1.536], [-10.867, -1.615, -2.751], [-11.738, -6.930, -2.289], [-10.709, -7.032, -3.611], [-12.272, -7.793, -3.636], [-13.374, -5.671, -3.491], [-12.608, -5.851, -4.971], [-11.787, -3.758, -4.652], [-10.474, -4.722, -3.890], [-11.904, -4.565, -1.690], [-12.807, -3.317, -2.447], [-12.307, -1.722, -0.507], [-11.555, -3.254, 0.107], [-10.224, -0.502, -0.099], [-10.129, -1.471, 1.241], [-8.173, -1.491, -0.715], [-8.357, -2.852, 0.281], [-8.823, -3.216, -2.402], [-9.580, -4.206, -1.181], [-11.792, -1.063, -2.669], [-10.674, -1.941, -3.761], [-10.118, -0.877, -2.425], [11.925, -3.277, -4.130], [10.847, -2.415, -4.846], [9.423, -2.691, -4.352], [8.417, -1.987, -5.095], [7.045, -1.766, -4.362], [7.164, -0.720, -3.233], [7.183, 0.586, -4.034], [6.498, 0.350, -5.341], [6.074, -1.133, -5.357], [6.465, -3.003, -3.756], [11.922, -3.101, -3.039], [12.932, -3.100, -4.486], [11.778, -4.329, -4.379], [10.949, -2.557, -5.941], [10.914, -1.373, -4.598], [9.500, -2.384, -3.329], [9.302, -3.783, -4.337], [8.107, -2.440, -6.038], [8.798, -1.011, -5.250], [6.413, -0.865, -2.476], [8.157, -0.884, -2.876], [6.739, 1.352, -3.399], [8.233, 0.927, -4.155], [5.531, 0.861, -5.321], [6.954, 0.724, -6.264], [5.089, -1.189, -4.896], [6.122, -1.656, -6.280], [7.211, -3.411, -2.983], [6.411, -3.818, -4.485], [5.478, -2.697, -3.174], [3.523, -0.358, -7.804], [2.356, 0.657, -8.149], [1.348, -0.171, -8.926], [-0.044, 0.484, -8.966], [-1.227, -0.473, -9.213], [-2.543, 0.353, -9.201], [-3.045, 0.267, -7.727], [-2.692, -1.221, -7.445], [-1.278, -1.343, -7.980], [-1.025, -1.209, -10.461], [4.333, 0.243, -7.397], [3.977, -0.894, -8.685], [3.099, -1.124, -7.112], [2.768, 1.437, -8.801], [1.989, 1.034, -7.210], [1.186, -1.108, -8.437], [1.731, -0.369, -9.980], [-0.139, 1.272, -9.746], [-0.262, 1.025, -8.062], [-3.263, -0.151, -9.860], [-2.384, 1.369, -9.504], [-4.146, 0.447, -7.611], [-2.504, 0.892, -7.024], [-3.423, -1.793, -8.011], [-2.734, -1.521, -6.387], [-0.967, -2.364, -8.194], [-0.495, -0.985, -7.305], [-1.092, -0.450, -11.288], [-1.850, -1.941, -10.504], [-0.096, -1.790, -10.450], [-2.413, 2.814, -2.596], [3.242, -2.710, -2.959], [5.230, 4.596, -0.629], [5.496, 3.592, 0.336], [6.658, 3.262, 0.478], [4.523, 3.150, 0.937], [6.089, 4.994, -0.741], [-0.144, 0.309, 3.611], [0.440, 0.083, 2.398], [1.453, 0.917, 2.227], [0.048, -0.840, 1.647], [-0.697, -0.458, 3.864], [-2.462, -1.432, 3.685], [-3.466, -2.380, 4.262], [-3.455, -3.464, 3.777], [-4.144, -1.827, 5.085], [-2.295, -2.031, 2.993]],
  "lowdin_charge": [-0.08, -0.22, -0.18, -0.07, 0.05, 0.18, 0.15, -0.05, -0.21, -0.21, -0.07, 0.10, 0.11, 0.10, 0.14, 0.13, 0.15, 0.13, 0.14, 0.16, 0.14, 0.12, 0.09, 0.09, 0.09, -0.07, -0.24, -0.18, -0.24, -0.04, 0.11, 0.10, -0.15, -0.23, -0.20, -0.08, 0.10, 0.08, 0.09, 0.13, 0.10, 0.12, 0.10, 0.12, 0.09, 0.11, 0.13, 0.09, 0.09, 0.08, -0.05, -0.21, -0.23, -0.06, 0.08, 0.19, 0.16, -0.13, -0.21, -0.20, -0.07, 0.10, 0.09, 0.10, 0.15, 0.13, 0.14, 0.13, 0.13, 0.15, 0.12, 0.15, 0.10, 0.09, 0.08, -0.09, -0.22, -0.16, -0.11, -0.30, -0.16, -0.10, -0.13, -0.10, 0.00, 0.08, 0.05, 0.07, 0.10, 0.12, 0.11, 0.11, 0.14, 0.14, 0.15, 0.12, 0.11, 0.11, 0.11, 0.11, 0.16, 0.14, 0.12, 0.13, 0.04, -0.12, -0.28, -0.18, -0.17, -0.28, -0.14, -0.13, -0.09, -0.04, 0.03, 0.11, 0.06, 0.09, 0.11, 0.12, 0.12, 0.12, 0.15, 0.14, 0.14, 0.15, 0.13, 0.13, 0.10, 0.12, 0.11, 0.10, 0.10, 0.14, 0.11, -0.07, -0.22, -0.24, -0.10, -0.25, -0.08, -0.14, -0.13, -0.08, -0.02, 0.09, 0.04, 0.06, 0.11, 0.09, 0.11, 0.01, 0.14, 0.13, 0.12, 0.11, 0.12, 0.11, 0.13, 0.11, 0.14, 0.15, 0.01, 0.11, 0.10, -0.04, -0.24, -0.19, -0.13, -0.27, -0.16, -0.19, -0.14, -0.13, -0.03, 0.06, 0.05, 0.02, 0.10, 0.06, 0.12, 0.10, 0.01, 0.13, 0.15, 0.03, 0.09, 0.09, 0.09, 0.12, 0.12, 0.04, -0.04, 0.10, 0.11, -0.08, -0.22, -0.23, -0.12, -0.29, -0.08, -0.11, -0.14, -0.11, 0.05, 0.07, 0.09, 0.03, 0.11, 0.12, 0.07, 0.14, 0.14, 0.16, 0.11, 0.15, 0.11, 0.13, 0.12, 0.14, 0.15, 0.14, 0.09, 0.10, 0.11, -0.10, -0.26, -0.18, -0.09, -0.28, -0.07, -0.15, -0.12, -0.08, 0.00, 0.06, 0.06, 0.10, 0.15, 0.10, 0.13, 0.11, 0.11, 0.15, 0.15, 0.14, 0.12, 0.12, 0.11, 0.10, 0.13, 0.13, 0.12, 0.11, 0.12, -0.08, -0.23, -0.25, -0.10, -0.25, -0.06, -0.15, -0.15, -0.09, -0.07, 0.08, 0.07, 0.08, 0.13, 0.10, 0.11, 0.13, 0.15, 0.12, 0.11, 0.11, 0.10, 0.13, 0.10, 0.13, 0.10, 0.12, 0.11, 0.10, -0.01, -0.10, -0.22, -0.21, -0.12, -0.27, -0.06, -0.12, -0.14, -0.12, 0.01, 0.05, 0.10, 0.08, 0.12, 0.10, 0.09, 0.15, 0.15, 0.12, 0.14, 0.13, 0.14, 0.11, 0.12, 0.11, 0.14, 0.12, 0.14, 0.12, 0.11, -0.35, -0.11, 0.01, -0.83, -0.02, -0.01, 0.09, 0.09, -0.58, 0.13, 0.05, 0.09, -0.02, -0.81, 0.03, 0.01, 0.03],
  "lumo_ev": -7.85,
  "gap_ev": 7.76,
  "charge": 6
}